[1]
{
  "formula": "C3H4N2O3",
  "method": "the ωB97M-V functional and the def2-TZVPD basis",
  "elements": ["O", "O", "O", "N", "N", "C", "C", "C", "H", "H", "H", "H"],
  "coordinates": [[2.139, -0.060, -1.588], [0.047, -1.641, 0.403], [2.788, 0.402, 0.517], [0.275, 0.717, 0.100], [-2.095, 0.744, 0.709], [1.895, 0.147, -0.440], [0.401, -0.514, 0.337], [-2.526, -0.163, -0.033], [-3.414, -0.696, 0.307], [-1.072, 1.215, 0.531], [-2.125, -0.451, -1.006], [3.687, 0.299, 0.163]],
  "lowdin_charge": [0.180, 0.178, 0.149, 0.224, 0.015, -0.461, -0.460, -0.157, 0.065, 0.047, 0.071, 0.149],
  "homo_lumo_gap_ev": [8.013, 8.014],
  "e_homo_ev": [-9.29, -9.29]
}



[2]
{
  "formula": "C17H24N8",
  "method": "the ωB97M-V functional and the def2-TZVPD basis",
  "elements": ["N", "N", "N", "N", "N", "N", "N", "N", "C", "C", "C", "C", "C", "C", "C", "C", "C", "C", "C", "C", "C", "C", "C", "C", "C", "H", "H", "H", "H", "H", "H", "H", "H", "H", "H", "H", "H", "H", "H", "H", "H", "H", "H", "H", "H", "H", "H", "H", "H"],
  "coordinates": [[0.904, 2.131, 0.439], [2.067, 4.213, 0.293], [0.699, 1.703, -1.685], [1.390, 2.913, -1.586], [-2.251, -1.873, 1.933], [-2.290, -3.207, 2.156], [-1.918, -5.803, 2.949], [-0.172, -2.843, 1.698], [-0.876, -5.179, 2.500], [2.446, 5.342, -0.518], [1.926, 4.486, 1.738], [-3.179, -5.208, 3.002], [-3.428, -3.943, 2.496], [-0.425, -0.349, 1.412], [3.343, 4.440, 2.396], [-4.762, -3.337, 2.473], [0.496, 1.212, -0.426], [0.387, 1.053, -2.961], [-0.096, -0.129, -0.063], [-0.975, -1.702, 1.674], [3.924, 5.683, -0.608], [-1.017, -3.754, 2.097], [1.471, 3.141, -0.315], [0.469, -5.898, 2.525], [3.210, 5.217, -1.855], [-1.139, 0.459, 1.696], [-1.001, -0.311, -0.652], [1.725, 6.164, -0.455], [0.391, 1.815, -3.763], [0.291, -6.977, 2.442], [2.933, 5.999, -2.560], [3.988, 5.208, 1.995], [-5.058, -3.102, 1.461], [3.763, 3.444, 2.143], [-4.031, -5.797, 3.341], [4.252, 6.742, -0.583], [0.972, -5.713, 3.481], [-5.533, -4.017, 2.901], [3.392, 4.220, -2.271], [1.537, 5.503, 1.886], [-4.764, -2.412, 3.096], [3.276, 4.527, 3.444], [0.461, -0.166, 1.984], [1.097, 0.271, -3.202], [0.671, -0.886, -0.339], [1.140, -5.590, 1.761], [4.599, 4.951, -0.112], [-0.587, 0.595, -2.958], [1.262, 3.815, 2.251]],
  "lowdin_charge": [0.171, -0.057, -0.117, 0.142, 0.179, -0.015, 0.096, 0.189, -0.235, -0.274, -0.180, -0.063, -0.233, -0.144, -0.074, -0.046, -0.281, -0.017, -0.117, -0.342, -0.126, -0.211, -0.382, -0.024, -0.102, 0.131, 0.118, 0.140, 0.095, 0.081, 0.096, 0.048, 0.081, 0.087, 0.108, 0.104, 0.085, 0.094, 0.089, 0.112, 0.098, 0.046, 0.107, 0.080, 0.133, 0.057, 0.107, 0.072, 0.094],
  "homo_lumo_gap_ev": 8.219,
  "e_homo_ev": -7.68
}



[3]
{
  "formula": "C14H29NO3",
  "method": "the ωB97M-V functional and the def2-TZVPD basis",
  "elements": ["O", "O", "O", "N", "C", "C", "C", "C", "C", "C", "C", "C", "C", "C", "C", "C", "C", "C", "H", "H", "H", "H", "H", "H", "H", "H", "H", "H", "H", "H", "H", "H", "H", "H", "H", "H", "H", "H", "H", "H", "H", "H", "H", "H", "H", "H", "H"],
  "coordinates": [[4.342, 1.377, -5.176], [-1.282, -0.007, 4.060], [2.815, 2.813, -4.072], [-4.109, -0.719, 4.126], [-4.334, -0.601, 5.699], [-5.007, -1.409, 3.600], [3.751, 3.732, -4.457], [-2.072, -0.605, 1.866], [-0.901, -0.783, 1.137], [-0.730, -1.950, 0.175], [2.422, 0.346, -3.828], [-2.239, 0.492, 3.075], [2.665, -1.469, -1.841], [0.518, -1.951, -0.436], [-3.537, 0.479, 3.612], [3.373, 1.529, -4.425], [3.214, -0.065, -2.456], [1.230, -1.022, -1.334], [3.530, 3.619, -5.548], [-2.934, -0.198, 1.046], [-1.212, -1.572, -0.509], [-1.845, -1.000, 4.433], [-4.483, -1.365, 6.115], [-4.834, -1.528, 2.600], [1.345, -2.390, 0.435], [-3.668, 1.225, 4.240], [-5.535, -2.506, 3.880], [-5.162, -0.093, 5.874], [-4.308, 0.815, 2.822], [0.571, -0.594, -1.796], [1.620, -0.106, -0.471], [-0.475, -0.029, 0.852], [4.671, 3.624, -4.170], [-6.069, -0.858, 3.715], [4.288, -0.444, -2.915], [-2.534, -1.674, 2.237], [-1.924, 1.327, 2.557], [3.315, -1.580, -1.047], [2.324, -0.490, -4.516], [3.221, 0.762, -1.666], [2.482, -1.952, -2.515], [0.790, -3.089, -1.082], [-3.260, -0.064, 6.112], [-1.291, -2.823, 0.461], [-0.094, -0.971, 2.008], [1.491, 0.889, -3.351], [3.235, 4.662, -4.105]],
  "lowdin_charge": [0.072, -0.128, -0.089, -0.258, 0.055, -0.263, -0.113, -0.177, -0.261, -0.239, -0.057, -0.343, -0.112, -0.285, -0.229, -0.380, -0.165, -0.197, 0.119, 0.170, 0.032, 0.235, -0.051, 0.041, 0.168, 0.079, 0.154, 0.034, 0.168, 0.005, 0.186, 0.022, 0.036, 0.114, 0.151, 0.160, 0.127, 0.098, 0.108, 0.120, -0.043, 0.185, 0.175, 0.141, 0.177, 0.136, 0.120],
  "homo_lumo_gap_ev": 9.129,
  "e_homo_ev": -8.34
}



[4]
{
  "formula": "C44H49BCl2CsN11O8",
  "method": "the ωB97M-V functional and the def2-TZVPD basis",
  "elements": ["Cs", "Cl", "Cl", "O", "O", "O", "O", "O", "O", "O", "O", "N", "N", "N", "N", "N", "N", "N", "N", "N", "N", "N", "C", "C", "C", "C", "C", "C", "C", "C", "C", "C", "C", "C", "C", "C", "C", "C", "C", "C", "C", "C", "C", "C", "C", "C", "C", "C", "C", "C", "C", "C", "C", "C", "C", "C", "C", "C", "C", "C", "C", "C", "C", "C", "C", "C", "B", "H", "H", "H", "H", "H", "H", "H", "H", "H", "H", "H", "H", "H", "H", "H", "H", "H", "H", "H", "H", "H", "H", "H", "H", "H", "H", "H", "H", "H", "H", "H", "H", "H", "H", "H", "H", "H", "H", "H", "H", "H", "H", "H", "H", "H", "H", "H", "H", "H"],
  "coordinates": [[0.819, -0.335, 0.329], [1.552, 0.902, -3.391], [0.668, 2.372, -5.793], [1.706, -2.815, -4.463], [7.418, -4.652, -0.934], [2.060, -1.749, -2.024], [4.088, -0.493, 0.467], [6.965, -5.488, -2.862], [2.574, -2.053, 0.966], [1.473, -4.290, 2.041], [3.029, -4.372, -5.119], [-2.162, 2.649, 0.688], [-1.420, -2.303, -1.891], [-0.269, 1.647, 3.401], [2.696, -3.509, -4.302], [-3.195, 0.436, 2.803], [-2.927, 2.770, 1.792], [-3.344, -0.823, -0.742], [6.659, -4.809, -1.885], [-1.481, 2.056, 3.831], [2.089, 2.386, -0.479], [-2.460, -0.432, 2.078], [-3.106, 3.829, -2.649], [-5.480, 0.150, -2.205], [3.470, -3.377, -3.089], [-3.160, -1.555, 2.010], [-2.624, -2.317, -2.458], [3.981, -2.453, -0.880], [5.454, -4.034, -1.925], [-2.649, 3.502, -0.205], [3.071, -2.467, -2.026], [5.483, 6.476, -1.077], [-3.684, -3.496, 0.509], [-4.379, -1.427, 2.706], [-3.013, -3.303, -3.358], [-3.898, 3.683, 1.593], [3.541, -1.587, 0.288], [0.491, 0.906, -4.779], [-2.605, -2.743, 1.283], [4.952, 6.204, 0.177], [2.324, 0.250, 5.016], [4.065, 5.154, 0.344], [-2.033, 3.661, -1.572], [-3.756, 4.198, 0.324], [-4.349, -0.139, 3.197], [-0.864, -4.300, -3.076], [2.800, 3.279, -0.593], [-4.622, -0.789, -2.756], [2.087, -4.195, 3.302], [2.048, 1.573, 4.296], [-0.565, -3.274, -2.187], [-5.263, 0.585, -0.908], [4.633, -4.131, -3.023], [-1.880, -3.679, 2.252], [5.129, 5.697, -2.170], [5.121, -3.180, -0.842], [2.541, 1.503, 2.858], [-4.171, 0.071, -0.217], [-2.110, -4.307, -3.674], [4.242, 4.644, -2.015], [-1.110, 2.502, -1.918], [-1.389, 2.586, 5.067], [3.712, 4.376, -0.755], [-0.074, 2.526, 5.467], [0.587, 1.924, 4.376], [-3.565, -1.260, -1.979], [-2.817, 1.904, 3.076], [-4.389, -3.976, 1.195], [-2.642, 3.984, -3.627], [-2.579, -4.053, 3.007], [-6.305, 0.543, -2.789], [5.546, 5.906, -3.146], [-4.761, -1.133, -3.772], [5.781, -3.128, 0.012], [-3.726, 2.932, -2.706], [3.391, 0.017, 5.010], [6.178, 7.296, -1.202], [-0.537, 0.881, -4.433], [0.724, 0.049, -5.399], [0.412, -3.207, -1.729], [2.076, 0.659, 2.357], [-2.267, 2.963, 5.565], [5.232, 6.810, 1.029], [-1.670, 1.563, -1.964], [3.618, 1.344, 2.801], [-4.610, 3.901, 2.372], [3.117, -4.575, 3.291], [-0.332, 2.380, -1.170], [-4.012, -3.313, -3.771], [-0.633, 2.677, -2.886], [3.957, 4.023, -2.854], [2.114, -3.163, 3.667], [-1.883, -2.348, 0.562], [2.275, 2.404, 2.305], [1.800, -0.562, 4.507], [0.353, 2.861, 6.398], [-0.123, -5.055, -3.300], [4.894, -4.780, -3.842], [1.975, 0.280, 6.051], [2.595, 2.366, 4.822], [-5.162, -2.158, 2.827], [3.646, 4.924, 1.314], [-3.235, -4.278, -0.108], [-3.672, 2.336, 3.822], [-4.362, 4.955, -0.148], [-1.442, -4.530, 1.727], [-3.761, 4.678, -2.445], [-5.901, 1.323, -0.439], [1.849, -3.571, 1.492], [-1.435, 4.582, -1.561], [-4.248, -2.824, -0.141], [1.509, -4.796, 4.009], [-2.386, -5.092, -4.369], [-3.943, 0.388, 0.796], [-5.064, 0.414, 3.783], [-1.068, -3.163, 2.762]],
  "lowdin_charge": [1.084, 0.606, 0.457, 0.047, 0.021, -0.157, -0.010, 0.013, -0.343, -0.150, 0.001, 0.152, 0.138, 0.150, -0.356, -0.055, -0.033, 0.137, -0.377, -0.032, 0.158, 0.126, -0.075, -0.086, -0.063, -0.330, -0.236, -0.047, -0.170, -0.296, -0.320, -0.093, -0.067, -0.029, -0.032, -0.111, -0.745, -0.999, -0.378, -0.082, -0.064, -0.021, -0.365, -0.046, -0.106, -0.051, -0.129, -0.031, -0.185, -0.375, -0.105, -0.046, 0.056, -0.058, -0.080, 0.052, -0.106, -0.098, -0.074, -0.018, -0.100, -0.109, -0.205, -0.044, -0.305, -0.234, -0.528, 0.072, 0.071, 0.075, 0.096, 0.102, 0.099, 0.126, 0.072, 0.075, 0.097, 0.017, 0.024, 0.096, -0.040, 0.100, 0.101, 0.083, 0.083, 0.100, 0.071, 0.020, 0.099, 0.042, 0.123, 0.066, 0.086, 0.061, 0.079, 0.084, 0.106, 0.119, 0.070, 0.127, 0.089, 0.121, 0.077, 0.106, 0.080, 0.074, 0.062, 0.101, 0.026, 0.134, 0.062, 0.068, 0.099, 0.080, 0.103, 0.074],
  "homo_lumo_gap_ev": 6.483,
  "e_homo_ev": -3.06,
  "charge": -2
}



[5]
{
  "formula": "C58H43I4N9NaOPS",
  "method": "the ωB97M-V functional and the def2-TZVPD basis",
  "elements": ["I", "I", "I", "I", "S", "P", "Na", "O", "N", "N", "N", "N", "N", "N", "N", "N", "N", "C", "C", "C", "C", "C", "C", "C", "C", "C", "C", "C", "C", "C", "C", "C", "C", "C", "C", "C", "C", "C", "C", "C", "C", "C", "C", "C", "C", "C", "C", "C", "C", "C", "C", "C", "C", "C", "C", "C", "C", "C", "C", "C", "C", "C", "C", "C", "C", "C", "C", "C", "C", "C", "C", "C", "C", "C", "C", "H", "H", "H", "H", "H", "H", "H", "H", "H", "H", "H", "H", "H", "H", "H", "H", "H", "H", "H", "H", "H", "H", "H", "H", "H", "H", "H", "H", "H", "H", "H", "H", "H", "H", "H", "H", "H", "H", "H", "H", "H", "H", "H"],
  "coordinates": [[-7.610, -4.589, 3.957], [4.980, -5.237, 4.967], [7.763, 6.248, 0.479], [-4.201, 7.380, 5.964], [0.086, -2.003, -2.982], [1.172, 1.309, -2.983], [-0.211, 0.369, 0.201], [-1.379, 0.719, -1.323], [-1.924, 0.767, -2.444], [-0.750, -1.881, -0.487], [1.899, -3.885, -2.024], [0.252, 2.378, 0.972], [2.339, -1.727, -1.472], [-1.749, -3.625, -1.880], [-2.497, -1.496, -2.196], [-2.069, 0.627, 1.318], [1.853, 0.234, -0.109], [-3.507, -2.432, -2.505], [5.044, 5.181, -0.438], [-4.095, 1.633, 1.384], [2.792, 1.043, 0.309], [-1.303, -2.227, -1.788], [3.941, 4.352, -0.427], [-0.077, 4.601, 1.409], [-2.693, 1.807, 1.535], [-2.538, 4.014, 2.753], [4.055, 0.312, 0.509], [2.499, -4.257, 1.521], [4.853, 3.140, 1.420], [2.353, -1.112, -0.111], [2.631, 2.444, 0.477], [3.201, -3.551, -2.445], [0.982, 0.892, -4.793], [3.470, -2.305, -2.041], [-3.016, -0.289, 1.031], [-3.134, 0.893, -4.942], [-3.778, -2.741, 3.035], [-1.303, -3.738, 0.769], [-3.041, -3.672, -2.361], [3.253, -4.921, 2.461], [-3.859, 4.480, 2.727], [3.797, -4.215, 3.518], [-3.830, -2.464, 1.673], [6.060, 4.964, 0.475], [1.484, -2.098, 0.666], [-2.752, -1.706, 0.986], [-4.976, -2.833, 0.968], [3.627, -2.840, 3.610], [2.226, -2.870, 1.603], [-2.001, 1.930, -3.116], [-6.051, -3.424, 1.608], [3.002, 1.098, -2.927], [-0.651, 3.263, 1.449], [-2.156, 5.515, 4.645], [-2.472, -0.358, -2.988], [1.377, 3.049, 0.688], [-1.964, 3.007, 1.866], [-1.710, 4.563, 3.753], [-1.668, -2.362, 0.510], [-4.329, 5.412, 3.630], [1.186, 3.158, -3.194], [0.485, -2.710, -0.299], [3.815, 3.300, 0.492], [-4.296, 0.311, 1.061], [-3.472, 5.933, 4.579], [5.969, 3.952, 1.411], [1.288, -2.677, -1.609], [2.862, -2.190, 2.674], [-3.073, -0.298, -4.238], [3.790, -0.978, 0.328], [-0.109, -3.998, 0.223], [-5.968, -3.671, 2.964], [1.174, 4.471, 0.917], [-2.592, 2.029, -4.354], [-4.837, -3.347, 3.685], [-0.690, 4.218, 3.827], [0.320, 3.473, -3.774], [-4.481, -2.083, -2.783], [3.159, 4.510, -1.154], [-4.884, 2.361, 1.452], [5.006, 0.739, 0.773], [-5.243, -0.148, 0.823], [1.663, 1.465, -5.422], [0.363, -4.960, 0.196], [3.368, 1.569, -2.019], [3.815, -4.274, -2.942], [-1.586, 2.768, -2.578], [-3.570, 0.926, -5.930], [4.089, -2.284, 4.414], [3.491, 1.527, -3.803], [-0.579, 5.524, 1.653], [6.747, 3.809, 2.149], [-3.537, -4.617, -2.471], [-5.359, 5.736, 3.586], [-5.029, -2.644, -0.094], [2.209, -4.802, 0.638], [2.093, 3.489, -3.703], [-3.468, -1.207, -4.666], [4.755, 2.396, 2.196], [3.453, -5.981, 2.343], [1.348, -4.545, -2.549], [-1.075, -4.308, -2.189], [2.703, -1.124, 2.758], [-1.488, 5.920, 5.393], [-4.783, -3.561, 4.743], [-1.908, -4.432, 1.327], [4.392, -1.761, -2.110], [1.885, 5.261, 0.741], [-4.530, 4.130, 1.962], [4.456, -1.819, 0.412], [3.207, 0.035, -2.879], [1.136, 3.605, -2.202], [5.109, 5.990, -1.151], [-2.624, 2.984, -4.858], [-2.897, -2.464, 3.593], [1.182, -0.169, -4.925], [-0.045, 1.082, -5.098], [-6.941, -3.690, 1.054]],
  "lowdin_charge": [0.741, 0.680, 0.724, 0.730, 0.999, 0.882, 0.150, -0.100, -0.138, 0.030, 0.035, 0.117, -0.002, 0.024, 0.032, 0.105, 0.105, -0.107, -0.164, -0.066, -0.263, -0.598, -0.044, -0.035, -0.251, -0.154, 0.014, -0.049, -0.040, -0.370, -0.114, -0.102, -0.310, -0.112, -0.280, -0.091, -0.004, 0.003, -0.103, -0.188, -0.020, -0.739, -0.174, -0.717, -0.056, -0.068, -0.028, -0.176, -0.200, -0.044, -0.160, -0.273, -0.254, -0.157, -0.199, -0.241, -0.045, -0.036, -0.153, -0.167, -0.291, -0.312, -0.184, -0.064, -0.716, -0.165, -0.527, -0.050, -0.006, -0.013, -0.026, -0.715, -0.017, -0.077, -0.156, 0.121, 0.014, 0.112, 0.105, 0.061, 0.092, 0.083, 0.025, 0.092, 0.022, 0.091, 0.134, 0.095, 0.084, 0.035, 0.103, 0.086, 0.106, 0.085, 0.105, 0.081, 0.028, 0.108, 0.116, 0.081, 0.114, 0.112, 0.119, 0.089, 0.087, 0.114, 0.111, 0.090, 0.089, 0.122, 0.005, 0.014, 0.086, 0.104, 0.130, -0.004, 0.008, 0.086],
  "homo_lumo_gap_ev": [3.874, 3.880],
  "e_homo_ev": [-0.81, -0.81],
  "charge": -2
}



[6]
{
  "formula": "C3H4ClN3",
  "method": "the ωB97M-V functional and the def2-TZVPD basis",
  "elements": ["Cl", "N", "N", "N", "C", "C", "C", "H", "H", "H", "H"],
  "coordinates": [[2.520, 0.651, -0.914], [-0.791, -0.503, 0.915], [-0.214, 0.590, -0.927], [0.104, 0.056, 0.192], [-1.590, 0.382, -0.947], [2.157, -0.025, 0.550], [-1.896, -0.330, 0.186], [-2.703, -0.846, 0.616], [-2.313, 0.633, -1.783], [2.236, -1.138, 0.704], [2.491, 0.530, 1.408]],
  "lowdin_charge": [0.568, 0.078, 0.019, -0.166, -0.023, -0.650, -0.094, 0.099, 0.139, 0.034, -0.006],
  "homo_lumo_gap_ev": [6.455, 5.948],
  "s_squared": 2.023,
  "e_homo_ev": [-5.80, -9.92],
  "spin_multiplicity": 3
}



The records above give, respectively, molecular weight values of 116.076; 340.435; 259.390; 1074.568; 1475.691; 117.539 g mol⁻¹.